(1)
A cluster of 9 separate species, C32H52F2O19S in total. Source: the OMol25 dataset; level of theory: ωB97M-V/def2-TZVPD.

Highest occupied orbital energy: -9.03 eV
F_max: 5.6 eV/Å

The geometry in ORCA input format:
```
! wB97M-V def2-TZVPD RIJCOSX def2/J DEFGRID3
* xyz 0 1
F -4.803 10.093 3.983
C -4.586 8.840 3.740
C -3.304 8.224 3.794
C -3.095 6.909 3.445
C -4.221 6.140 3.196
C -5.509 6.668 3.299
C -5.670 8.049 3.457
H -2.455 8.840 4.049
H -2.071 6.572 3.394
H -4.077 5.074 3.102
H -6.352 6.005 3.169
H -6.650 8.494 3.375
F 11.014 -4.138 -0.243
C 9.960 -3.522 0.373
C 8.732 -3.331 -0.318
C 7.655 -2.750 0.291
C 7.644 -2.469 1.636
C 8.862 -2.508 2.306
C 10.070 -2.989 1.709
H 8.485 -3.624 -1.327
H 6.703 -2.590 -0.193
H 6.723 -2.265 2.160
H 8.844 -2.305 3.367
H 10.944 -3.222 2.299
C -9.695 0.480 -2.762
S -9.367 0.680 -0.875
O -9.653 -0.629 -0.211
C -7.605 0.951 -1.076
H -9.730 1.498 -3.151
H -10.676 0.050 -2.963
H -8.922 0.072 -3.414
H -7.074 0.715 -0.154
H -7.244 1.863 -1.550
H -7.270 0.174 -1.763
C 7.211 6.341 4.325
O 7.819 6.613 5.561
C 7.202 6.932 6.682
O 6.012 7.112 6.884
O 8.236 7.139 7.613
C 7.965 7.706 8.858
H 6.250 5.838 4.430
H 7.875 5.745 3.698
H 7.086 7.201 3.667
H 8.960 8.024 9.169
H 7.746 6.952 9.614
H 7.274 8.548 8.893
C 5.658 5.297 -13.562
O 5.743 4.540 -12.360
C 4.664 4.065 -11.749
O 3.472 4.032 -12.171
O 4.965 3.682 -10.458
C 6.194 3.949 -9.782
H 6.608 5.739 -13.865
H 4.840 6.015 -13.617
H 5.313 4.616 -14.340
H 6.506 4.988 -9.884
H 7.015 3.334 -10.150
H 6.270 3.707 -8.722
C -2.048 -1.475 -7.941
O -1.949 -2.826 -7.631
C -3.008 -3.547 -7.374
O -4.081 -3.016 -7.039
O -2.735 -4.839 -7.500
C -3.676 -5.776 -7.244
H -0.998 -1.186 -7.969
H -2.544 -0.828 -7.217
H -2.502 -1.449 -8.932
H -3.255 -6.534 -6.584
H -3.960 -6.332 -8.138
H -4.583 -5.367 -6.798
C 1.067 0.752 -1.775
O 0.864 -0.560 -1.368
C 0.108 -0.892 -0.307
O -0.259 -0.115 0.627
O -0.193 -2.260 -0.405
C -1.136 -2.871 0.498
H 0.170 1.236 -2.162
H 1.738 0.769 -2.634
H 1.667 1.334 -1.077
H -0.940 -2.497 1.503
H -0.952 -3.943 0.429
H -2.172 -2.660 0.233
C -4.571 -11.544 -0.196
O -5.005 -10.563 0.678
C -5.794 -9.548 0.225
O -6.311 -9.404 -0.894
O -5.983 -8.797 1.354
C -6.941 -7.760 1.335
H -4.158 -11.085 -1.094
H -5.420 -12.198 -0.395
H -3.761 -12.147 0.214
H -7.659 -7.954 0.538
H -6.417 -6.812 1.208
H -7.449 -7.747 2.299
C -3.264 -3.170 8.534
O -2.403 -2.120 8.981
C -1.318 -2.394 9.557
O -0.867 -3.574 9.740
O -0.755 -1.174 9.916
C 0.174 -1.213 10.968
H -2.912 -3.754 7.683
H -4.212 -2.728 8.231
H -3.505 -3.847 9.354
H 1.045 -1.787 10.655
H -0.210 -1.732 11.847
H 0.581 -0.226 11.189
*
```

Atomic partial charges in e from the Löwdin method, atoms 1 to 6: F 0.108; C -0.319; C -0.018; C -0.094; C -0.105; C -0.074

(2)
A structure of composition C26H32CrFN2OS. Source: the OMol25 dataset; level of theory: ωB97M-V/def2-TZVPD.

Highest occupied orbital energy (spin up / spin down): -3.92 / -4.22 eV
F_max: 1.3 eV/Å

The geometry in ORCA input format:
```
! wB97M-V def2-TZVPD RIJCOSX def2/J DEFGRID3
* xyz -1 5
Cr 0.126 0.018 0.021
S 0.145 1.040 -2.271
C -1.522 0.814 -1.874
C -2.621 1.431 -2.523
C -3.881 1.236 -2.039
C -4.083 0.453 -0.897
C -2.975 -0.105 -0.303
N -1.743 0.044 -0.783
H -2.425 2.058 -3.382
H -4.728 1.704 -2.531
H -5.065 0.293 -0.472
H -3.060 -0.697 0.598
C -2.698 -3.307 3.508
C -2.401 -3.015 2.034
C -3.624 -3.367 1.176
C -1.159 -3.742 1.529
C -1.213 -5.130 1.471
C -0.150 -5.867 0.973
C 0.966 -5.187 0.525
C 1.078 -3.791 0.579
C 2.441 -3.243 0.164
C 2.463 -2.071 -0.810
C 3.290 -2.925 1.401
C 0.008 -3.041 1.115
N 0.081 -1.639 1.375
C 0.104 -1.347 2.725
C 0.624 -2.193 3.732
C 0.667 -1.828 5.074
C 0.178 -0.600 5.500
C -0.378 0.246 4.541
C -0.407 -0.142 3.225
F -1.030 0.676 2.339
H -3.561 -2.723 3.849
H -1.845 -3.051 4.140
H -2.933 -4.369 3.659
H -2.211 -1.949 1.942
H -3.887 -4.424 1.283
H -3.437 -3.181 0.115
H -4.497 -2.774 1.483
H -2.110 -5.642 1.815
H -0.192 -6.951 0.933
H 1.806 -5.750 0.127
H 2.914 -4.078 -0.358
H 2.327 -1.118 -0.306
H 1.707 -2.178 -1.598
H 3.441 -2.026 -1.305
H 2.841 -2.095 1.957
H 4.305 -2.625 1.115
H 3.358 -3.791 2.067
H 1.024 -3.153 3.426
H 1.100 -2.517 5.793
H 0.213 -0.307 6.543
H -0.806 1.209 4.803
C 3.035 2.784 1.153
C 2.296 1.596 1.750
C 3.239 0.740 2.587
O 1.704 0.867 0.727
H 3.555 3.373 1.922
H 2.334 3.436 0.621
H 3.772 2.416 0.428
H 1.541 2.005 2.441
H 3.980 0.273 1.924
H 2.691 -0.053 3.105
H 3.770 1.341 3.340
*
```

Atomic partial charges in e from the Löwdin method, atoms 1 to 6: Cr 0.603; S 0.591; C -0.778; C -0.105; C -0.097; C -0.080